Entry from the OMol25 dataset: a structure of composition C19H21NO4 (ωB97M-V/def2-TZVPD).

Geometry (Å):
C -3.3367 -2.0749 -1.1096
C -3.8682 -2.7126 0.0375
C -4.9337 -1.7418 0.6745
C -4.5000 -0.5373 1.2256
C -4.7862 0.4994 0.1636
C -4.0898 1.8296 0.8036
H -4.3558 2.6320 0.2588
H -4.2794 2.2007 1.6658
O -2.6815 1.7033 0.6305
C -1.9898 1.6945 -0.4775
O -2.6534 2.2408 -1.4732
C -0.6900 1.4957 -0.4939
C 0.0335 0.7917 0.6775
C 1.3772 0.7438 0.8602
C 2.1021 0.7585 -0.4641
C 1.4510 1.1583 -1.4015
C 0.2148 1.3361 -1.5004
H -0.3376 1.7694 -2.3824
H 2.2341 1.3723 -2.4791
O 3.4239 0.4924 -0.2984
C 4.2608 0.6177 0.5217
O 3.8964 1.1972 1.8321
C 5.6671 0.2833 0.3107
C 5.9261 -0.3484 -0.8045
C 7.2951 -0.6150 -1.4524
C 8.3170 -0.5682 -0.2134
N 7.9519 -0.2393 0.9682
C 6.7340 0.4769 1.1615
H 6.4047 0.7153 2.2715
H 9.3024 -0.9157 -0.2680
H 7.5972 -1.1173 -2.2011
H 5.1939 -0.5560 -1.8557
H 1.8441 0.3675 1.7625
H -0.6045 0.7626 1.6647
H -5.9081 0.8557 0.3084
H -4.4714 0.6293 -0.6643
H -4.9967 -0.2808 2.0430
H -3.4832 -0.5756 1.6942
H -5.5494 -2.3648 1.5355
H -6.0052 -1.5035 0.0773
H -4.3996 -3.7308 -0.0834
H -3.3796 -2.8500 1.0121
H -4.2475 -1.8574 -1.8958
H -2.8779 -1.3191 -0.9124
H -2.8020 -2.7154 -1.7299

The frontier orbital gap is 8.391 eV.

Entry from the OMol25 dataset: the molecule C4HNO2 (ωB97M-V/def2-TZVPD).

Geometry (Å):
C -2.7212 -0.4431 -0.1555
C 2.1666 0.2231 0.1797
C -1.4573 -0.0726 -0.3830
C -0.2565 0.1003 -0.2216
N -3.8315 -0.6052 0.1677
O 0.9718 0.4429 -0.4479
O 3.1782 0.8836 -0.0154
H 1.9499 -0.5290 0.8760

The SMILES is N#CC#COC=O. The frontier orbital gap is 10.290 eV.

Entry from the OMol25 dataset: the molecule C6H13NSi (ωB97M-V/def2-TZVPD).

Geometry (Å):
C 0.1248 1.5785 -0.2912
C 1.1607 1.2113 0.8797
C -0.8205 0.4108 -0.6648
C -1.5411 -0.3336 0.4764
C -0.4794 -0.9349 -0.3395
C -2.8721 -0.9413 0.0612
N 1.5605 -0.1169 0.7429
Si 2.7175 -0.8351 -0.2698
H -0.4053 2.4120 -0.1269
H 0.8541 1.8798 -1.0025
H 2.1275 1.7606 0.8764
H 0.6066 1.3309 1.7902
H -1.2124 0.7895 -1.5121
H -1.1859 0.0932 1.4760
H -0.2765 -1.8270 -0.8844
H -3.5868 -0.1518 0.2855
H -2.9244 -1.6649 0.8209
H -2.9400 -1.2563 -0.9111
H 3.2107 -0.2620 -1.4517
H 2.0443 -2.2203 -0.5335
H 3.8377 -0.9227 0.5783

The frontier orbital gap (alpha / beta) is 8.769 / 7.839 eV.

Quick rundown of energy above the lowest of the compared OMol25 structures with the same formula, charge and spin, same order as above: 435.2; 33.1; 122.2 kcal/mol
Quick rundown of strongest force on any atom, same order as above: 0.3146; 0.0814; 0.0962 Eh/bohr